A molecular structure, C17H25FeN in a non-equilibrium geometry, computed with ωB97M-V/def2-TZVPD.

Geometry as XYZ:
```
44
C17H25FeN | OMol25 | ωB97M-V/def2-TZVPD
C 1.063 -1.371 -2.020
C 0.294 1.517 -1.420
C -0.432 -1.401 -2.007
H 1.460 -2.297 -2.445
C -1.047 1.280 -1.152
H 0.840 2.191 -0.747
H -0.804 -2.402 -1.776
H -1.524 1.804 -0.311
C -1.389 -0.614 -2.839
H -2.244 -1.273 -3.073
H -0.980 -0.315 -3.814
C 1.854 -0.160 -2.533
H 2.321 -0.419 -3.492
H 2.682 0.013 -1.823
C 1.018 1.127 -2.676
H 0.309 0.983 -3.500
H 1.694 1.953 -2.958
C -1.989 0.648 -2.138
H -2.276 1.367 -2.930
H -2.915 0.357 -1.608
Fe 0.153 -0.454 -0.132
H 1.376 -1.495 -0.879
C -1.865 -2.237 1.224
N -0.964 -1.126 1.571
C -1.712 0.032 2.087
C 0.086 -1.560 2.561
C 1.204 -0.564 2.509
C 2.014 -0.342 3.635
C 2.961 0.691 3.595
C 3.090 1.480 2.447
C 2.314 1.206 1.299
C 1.403 0.156 1.331
H -2.573 -1.908 0.451
H -2.415 -2.592 2.112
H -1.261 -3.058 0.816
H -1.023 0.854 2.296
H -2.422 0.369 1.325
H -2.249 -0.241 3.007
H -0.363 -1.624 3.569
H 0.436 -2.562 2.269
H 1.875 -0.989 4.506
H 3.588 0.873 4.472
H 3.798 2.311 2.428
H 2.429 1.815 0.395
```

Values from the calculation:
total energy	-53907.9370	eV
multiplicity	5
max |F|	0.03380	hartree/bohr
relative energy (zero: lowest compared OMol25 entry of this formula, charge and spin)	0.00	kJ/mol
HOMO level (spin up / spin down)	-5.7 / -6.7	eV
frontier orbital gap (spin up / spin down)	6.47 / 7.35	eV
LUMO level (spin up / spin down)	0.7 / 0.7	eV

Atom charges from the Löwdin analysis, given in e for atoms 1 to 5: -0.2841, -0.1538, -0.2838, 0.1084, -0.1699

C6H11NO5 in the gas phase in a non-equilibrium geometry, computed with ωB97M-V/def2-TZVPD.

Geometry as XYZ:
```
23
C6H11NO5 | OMol25 | ωB97M-V/def2-TZVPD
N 1.147 -1.512 4.632
O 0.860 -2.402 5.335
C -1.381 0.610 -1.941
C -0.086 0.815 -1.226
C 1.055 0.309 -2.038
C 0.151 2.249 -0.784
O -0.086 0.173 0.086
C -0.246 -1.180 0.295
O 0.092 -2.021 -0.507
C -0.590 -1.314 1.740
O 0.746 -1.098 2.247
O 1.026 -2.003 3.277
H -2.212 1.038 -1.386
H -1.342 1.111 -2.900
H -1.529 -0.450 -2.124
H 1.991 0.455 -1.509
H 0.904 -0.745 -2.247
H 1.089 0.857 -2.971
H 1.072 2.324 -0.179
H 0.236 2.919 -1.631
H -0.659 2.616 -0.135
H -1.221 -0.449 2.031
H -1.017 -2.301 1.935
```

Values from the calculation:
total energy	-18122.0690	eV
max |F|	0.05867	hartree/bohr
relative energy (zero: lowest compared OMol25 entry of this formula, charge and spin)	246.00	kJ/mol
HOMO level	-10.2	eV
structure (SMILES)	CC(C)(C)OC(=O)COON=O
frontier orbital gap	9.86	eV
LUMO level	-0.3	eV

Atom charges from the Löwdin analysis, given in e for atoms 1 to 5: 0.0183, 0.0736, -0.0156, -0.6070, -0.0288

A molecular structure, C9H24BClO3Sb, computed with ωB97M-V/def2-TZVPD.

Geometry as XYZ:
```
39
C9H24BClO3Sb | OMol25 | ωB97M-V/def2-TZVPD
C -1.270 -3.397 -0.874
C -1.511 -2.050 -1.564
C -0.316 -1.089 -1.551
Sb 0.380 -0.298 0.410
O 0.916 -2.195 1.122
C -1.637 -0.500 1.288
C -2.745 0.344 0.656
O -2.992 1.562 1.364
B 2.546 -0.089 -0.282
C 3.148 -0.569 -1.668
O 3.447 0.474 0.604
C 0.018 1.855 -0.196
Cl 1.251 2.438 -1.399
C -0.046 2.777 1.023
C 1.311 3.221 1.594
H -1.915 -4.150 -1.327
H -0.230 -3.702 -0.945
H -1.512 -3.367 0.183
H -2.425 -1.611 -1.164
H -1.732 -2.282 -2.611
H -0.600 -0.218 -2.149
H 0.479 -1.576 -2.115
H 0.932 0.324 1.999
H 1.315 -2.638 0.355
H -1.581 -0.222 2.338
H -1.968 -1.535 1.263
H -2.556 0.516 -0.404
H -3.674 -0.235 0.683
H -2.896 2.293 0.734
H 3.179 -1.660 -1.676
H 4.146 -0.185 -1.882
H 2.503 -0.279 -2.497
H 3.218 0.188 1.505
H -0.924 1.964 -0.727
H -0.632 3.665 0.766
H -0.577 2.253 1.811
H 2.159 2.920 0.991
H 1.452 2.760 2.569
H 1.339 4.293 1.771
```

Values from the calculation:
net charge	-1
total energy	-35600.2626	eV
max |F|	0.01908	hartree/bohr
relative energy (zero: lowest compared OMol25 entry of this formula, charge and spin)	43.14	kJ/mol
HOMO level	-3.3	eV
frontier orbital gap	6.52	eV
LUMO level	3.2	eV

Atom charges from the Löwdin analysis, given in e for atoms 1 to 5: -0.1302, -0.3446, -0.3187, 1.2902, -0.4687

A molecular structure, C23H32BiN3O9P2, computed with ωB97M-V/def2-TZVPD.

Geometry as XYZ:
```
70
C23H32BiN3O9P2 | OMol25 | ωB97M-V/def2-TZVPD
Bi 0.395 0.147 -0.616
C 1.429 -0.052 -3.602
N -0.007 0.024 -3.337
C -0.680 -1.182 -3.827
C -0.653 -2.341 -2.832
C -1.761 -2.329 -1.780
N -1.531 -1.447 -0.628
C -2.028 -1.846 0.476
C -1.979 -1.219 1.784
C -2.796 -1.815 2.760
C -2.891 -1.322 4.039
C -2.142 -0.191 4.371
C -1.318 0.405 3.445
C -1.201 -0.097 2.138
O -0.347 0.517 1.343
C -0.539 1.278 -3.874
C -2.023 1.513 -3.607
C -2.478 1.190 -2.184
N -1.492 1.627 -1.210
C -1.699 2.746 -0.620
C -0.758 3.449 0.215
C -1.239 4.477 1.040
C -0.389 5.231 1.812
C 0.987 4.977 1.728
C 1.488 3.999 0.904
C 0.631 3.190 0.129
O 1.130 2.273 -0.655
H 1.637 -0.044 -4.680
H 1.843 -0.967 -3.177
H 1.935 0.800 -3.144
H -0.221 -1.496 -4.775
H -1.719 -0.938 -4.054
H 0.320 -2.436 -2.344
H -0.784 -3.264 -3.403
H -1.905 -3.349 -1.412
H -2.698 -2.029 -2.264
H -2.593 -2.785 0.471
H -3.366 -2.693 2.479
H -3.528 -1.800 4.769
H -2.200 0.219 5.371
H -0.721 1.272 3.693
H -0.352 1.345 -4.957
H 0.038 2.076 -3.402
H -2.646 0.950 -4.306
H -2.212 2.569 -3.820
H -2.624 0.119 -2.065
H -3.445 1.669 -1.992
H -2.667 3.237 -0.778
H -2.307 4.666 1.063
H -0.768 6.010 2.457
H 1.673 5.569 2.322
H 2.550 3.808 0.833
C 2.022 -1.234 3.060
C 2.824 -2.017 2.035
O 3.769 -2.825 2.738
P 3.719 -0.895 0.902
O 4.477 -1.864 -0.080
O 4.908 -0.229 1.724
O 2.865 0.155 0.284
P 1.850 -3.111 0.917
O 0.804 -3.884 1.862
O 2.876 -4.067 0.379
O 1.089 -2.236 -0.032
H 2.714 -0.806 3.787
H 1.339 -1.901 3.587
H 1.449 -0.430 2.602
H 3.996 -3.563 2.150
H 4.053 -2.764 -0.129
H 4.750 0.718 1.825
H 1.148 -4.756 2.091
```

Values from the calculation:
total energy	-71692.8356	eV
max |F|	0.01046	hartree/bohr
relative energy (zero: lowest compared OMol25 entry of this formula, charge and spin)	0.00	kJ/mol
HOMO level	-7.9	eV
frontier orbital gap	8.06	eV
LUMO level	0.2	eV

Atom charges from the Löwdin analysis, given in e for atoms 1 to 5: 2.0240, -0.1115, -0.3192, -0.1919, -0.1675

A molecular structure, C43H65Cl3GeMnN2O2Te in a non-equilibrium geometry, computed with ωB97M-V/def2-TZVPD.

Geometry as XYZ:
```
118
C43H65Cl3GeMnN2O2Te | OMol25 | ωB97M-V/def2-TZVPD
Mn 0.347 0.410 0.230
C 1.152 -2.559 -1.258
N 0.981 -2.099 0.122
C 2.207 -2.434 0.844
C -0.143 -2.787 0.767
C -1.494 -2.450 0.132
N -1.698 -1.001 -0.004
C -2.593 -0.507 1.060
C -2.102 -0.731 2.470
C -2.930 -1.362 3.381
C -2.584 -1.514 4.720
C -1.365 -0.984 5.118
C -0.492 -0.344 4.258
C -0.837 -0.237 2.883
O -0.008 0.258 1.996
C 0.807 0.254 4.785
C 0.843 1.743 4.419
C 1.986 -0.492 4.155
C 0.960 0.136 6.307
C -3.544 -2.185 5.696
C -3.015 -2.194 7.135
C -4.867 -1.403 5.688
C -3.788 -3.640 5.264
C -2.252 -0.694 -1.334
C -2.624 0.738 -1.664
C -3.564 0.898 -2.669
C -3.935 2.148 -3.135
C -3.432 3.242 -2.438
C -2.535 3.146 -1.389
C -2.003 1.862 -1.061
O -1.010 1.691 -0.237
C -2.177 4.440 -0.659
C -1.355 4.214 0.607
C -3.473 5.136 -0.202
C -1.397 5.358 -1.613
C -4.831 2.358 -4.345
C -4.045 3.161 -5.394
C -6.094 3.126 -3.934
C -5.255 1.031 -4.984
H 1.154 -3.658 -1.309
H 2.101 -2.189 -1.642
H 0.362 -2.171 -1.895
H 2.447 -3.503 0.747
H 2.098 -2.205 1.902
H 3.032 -1.852 0.427
H -0.162 -2.479 1.814
H -0.001 -3.879 0.722
H -2.278 -2.880 0.772
H -1.559 -2.928 -0.848
H -3.588 -0.968 0.952
H -2.717 0.571 0.910
H -3.883 -1.734 3.029
H -1.077 -1.056 6.150
H 0.750 1.890 3.345
H 1.775 2.198 4.748
H 0.018 2.255 4.910
H 1.909 -0.438 3.071
H 1.988 -1.537 4.468
H 2.928 -0.039 4.459
H 0.144 0.628 6.833
H 1.890 0.617 6.602
H 1.014 -0.906 6.620
H -2.838 -1.181 7.490
H -2.093 -2.765 7.214
H -3.752 -2.654 7.790
H -4.677 -0.358 5.927
H -5.555 -1.808 6.429
H -5.347 -1.446 4.715
H -2.853 -4.199 5.285
H -4.194 -3.691 4.256
H -4.493 -4.120 5.943
H -3.164 -1.296 -1.493
H -1.509 -1.025 -2.073
H -3.990 0.007 -3.102
H -3.773 4.223 -2.728
H -1.885 3.557 1.294
H -1.176 5.164 1.106
H -0.394 3.761 0.379
H -4.026 4.474 0.462
H -4.120 5.412 -1.029
H -3.226 6.046 0.343
H -0.467 4.876 -1.918
H -1.154 6.297 -1.117
H -1.975 5.581 -2.506
H -3.767 4.143 -5.019
H -4.639 3.295 -6.297
H -3.133 2.630 -5.656
H -5.854 4.110 -3.538
H -6.636 2.576 -3.169
H -6.752 3.259 -4.791
H -4.381 0.465 -5.298
H -5.870 1.225 -5.861
H -5.840 0.435 -4.286
C 9.178 -0.327 -0.464
C 7.720 -0.103 -0.227
C 6.911 0.447 -1.205
C 5.572 0.728 -0.980
C 4.781 1.327 -2.098
C 5.022 0.453 0.277
Te 3.072 1.189 0.813
C 5.811 -0.160 1.262
C 5.297 -0.500 2.627
C 7.144 -0.425 0.992
H 9.431 -0.136 -1.501
H 9.458 -1.346 -0.211
H 9.760 0.345 0.162
H 7.341 0.680 -2.168
H 5.328 1.235 -3.034
H 4.618 2.389 -1.909
H 3.811 0.847 -2.218
H 4.281 -0.889 2.574
H 5.290 0.387 3.261
H 5.938 -1.248 3.090
H 7.760 -0.868 1.766
Cl 4.522 4.546 -0.376
Ge 2.481 3.660 -0.285
Cl 1.997 4.285 1.806
Cl 1.334 0.643 -1.649
```

Values from the calculation:
total energy	-185422.3245	eV
multiplicity	6
max |F|	0.05800	hartree/bohr
relative energy (zero: lowest compared OMol25 entry of this formula, charge and spin)	131.94	kJ/mol
HOMO level (spin up / spin down)	-7.4 / -7.4	eV
frontier orbital gap (spin up / spin down)	5.55 / 4.66	eV
LUMO level (spin up / spin down)	-1.8 / -2.8	eV

Atom charges from the Löwdin analysis, given in e for atoms 1 to 5: 0.5063, -0.1186, -0.2887, -0.1029, -0.1720

Among the records above, which one has the lowest max |F|? C23H32BiN3O9P2